# 1
This record from the Open Molecules 2025 dataset describes a structure of composition C11H24N3O at a distorted geometry. The level of theory is ωB97M-V/def2-TZVPD.

```
39
Properties=species:S:1:pos:R:3:forces:R:3:lowdin_charge:R:1
C 3.13070 -0.61210 -2.60693 1.046 0.497 -0.758 0.0238
C 2.41558 0.41757 -2.15331 -1.015 -1.782 -0.511 -0.1781
C -2.91163 1.35381 -0.91253 2.566 0.646 -1.942 -0.2597
C -0.52535 0.61661 -0.63601 0.976 0.409 1.305 -0.5230
C 2.35546 -1.47949 3.20358 -0.306 0.218 0.302 -0.1067
C -3.44867 -0.96330 -0.49706 0.951 -0.994 1.175 0.0219
C 0.99180 0.77099 -2.60138 1.281 1.091 0.737 -0.1429
C 0.28740 1.59076 -1.49196 -1.017 -1.456 -0.782 -0.0896
C 0.24366 -0.46955 0.03471 3.078 -2.297 1.175 -0.0928
C 1.45592 -1.62654 2.01918 -0.486 -2.032 -1.106 -0.3014
C 1.13954 -0.30785 1.35707 -2.359 1.526 -0.711 -0.1918
N -2.75142 0.07265 -1.23682 0.938 0.435 -0.442 -0.0891
N -3.95957 1.81784 -0.33127 -1.240 -0.635 0.743 0.2064
N -1.37547 1.40591 0.25568 0.180 -2.843 1.788 0.1541
O -1.37161 -0.06693 -1.57467 -2.451 -0.855 -0.343 -0.0180
H 4.17649 -0.78470 -2.38747 0.023 0.323 1.066 0.0599
H 2.96382 -1.26804 -3.44759 -1.195 0.139 -0.259 0.0645
H 2.72126 0.91236 -1.27120 0.858 0.825 0.618 0.0806
H -2.25930 2.04005 -1.50041 -1.507 -0.538 0.076 0.1676
H 3.13669 -0.80566 2.91297 0.439 0.800 0.675 0.0741
H 2.83506 -2.37228 3.49291 0.579 -1.355 0.005 0.0609
H 1.74718 -1.25431 4.10252 0.616 0.783 -0.511 0.0962
H -4.34604 -0.56141 0.04669 1.127 -0.374 -0.429 0.1045
H -3.80749 -1.68941 -1.20498 -0.125 -0.409 -0.147 0.0932
H -2.71425 -1.48038 0.21341 -1.250 0.738 -0.751 0.1214
H 1.15282 1.41131 -3.46223 -0.556 -0.182 -0.477 0.1238
H 0.44247 -0.13452 -2.77783 -0.221 -0.122 -0.769 0.1089
H -0.48783 2.29822 -1.78248 0.314 0.224 -0.939 0.1112
H 1.01209 2.16611 -0.98733 0.852 0.529 1.130 0.1120
H -0.42454 -1.30198 0.34080 0.195 0.298 -0.874 0.1178
H 1.09888 -0.80781 -0.70046 -2.250 -0.003 1.089 0.1429
H 0.58086 -2.16302 2.43516 -0.456 0.879 -0.476 0.1176
H 1.72170 -2.38912 1.25819 0.838 0.484 0.297 0.1218
H 0.58778 0.17566 2.16683 -0.345 0.703 -0.169 0.1009
H 1.90062 0.42274 1.06268 0.744 -0.732 0.542 0.1115
H -4.72916 1.25310 -0.08731 -0.727 -0.410 0.372 0.1093
H -4.09534 2.75601 -0.44055 -0.852 2.756 -0.073 0.1045
H -0.83991 2.20062 0.42134 0.623 2.161 0.644 0.1113
H -1.51542 0.93235 1.18849 0.137 0.554 -1.269 0.1707
```
Positions in Å, forces in eV/Å.

Calculated values
- largest force on an atom (eV/A) = 4.0
- relative energy (zero: lowest compared OMol25 entry of this formula, charge and spin) (kcal per mole) = 81.7
- gap between HOMO and LUMO (Eh) = 0.359
- total charge = +1
- LUMO level (Ha) = -0.0963



# 2
This record from the Open Molecules 2025 dataset describes a cluster of 2 separate species, C11H24NO2P in total at a distorted geometry. The level of theory is ωB97M-V/def2-TZVPD.

```
39
Properties=species:S:1:pos:R:3:forces:R:3:lowdin_charge:R:1
C 1.76974 -0.41461 -0.02333 0.332 -0.169 0.254 -0.2154
C 2.42764 0.98946 -0.58619 0.492 -0.150 1.354 -0.4971
P 1.80824 1.25511 -2.37292 0.263 -0.131 -0.347 0.8164
C 0.44996 2.61902 -2.47807 0.112 1.457 -0.167 -0.4529
C -0.20679 2.88393 -0.99991 -0.618 -0.226 -0.122 -0.2794
C -1.74485 3.46082 -1.01872 -0.241 -0.125 0.456 -0.2296
C -2.78924 2.39172 -1.73372 0.256 1.101 1.421 -0.2138
C -3.74500 1.75075 -0.51992 1.072 1.166 -1.284 -0.2950
N -4.57440 0.65513 -1.16405 1.306 0.637 -0.532 -0.0740
H 0.88142 -0.80541 -0.71273 2.022 0.836 1.409 0.0654
H 1.37059 -0.28597 1.07004 0.814 -0.182 -2.246 0.0545
H 2.64604 -1.21640 0.02316 -2.090 1.515 -0.204 0.0785
H 2.17859 1.85092 0.16611 0.460 -1.517 -1.538 0.0689
H 3.60733 0.86694 -0.57125 -2.501 0.366 -0.254 0.0822
H 2.95303 1.86584 -3.06335 -0.834 -0.007 0.844 -0.0814
H -0.32085 2.24753 -3.29312 1.433 0.676 1.912 0.0663
H 0.93644 3.60534 -2.93534 -1.176 -1.957 1.153 0.0835
H -0.23091 1.83282 -0.44284 -0.020 2.237 -1.005 0.1062
H 0.44298 3.62286 -0.36545 -1.039 -1.525 -1.301 0.1131
H -2.08353 3.52409 0.12439 0.775 0.089 -2.420 0.1063
H -1.83753 4.56113 -1.47061 0.408 -2.483 0.881 0.1175
H -3.52118 2.96348 -2.47494 1.683 -1.393 1.359 0.1160
H -2.13225 1.58221 -2.27046 -1.617 1.368 0.920 0.0969
H -4.38409 2.65718 -0.11040 1.012 -2.057 -0.855 0.1213
H -3.06814 1.39228 0.36648 -1.378 0.341 -1.776 0.1174
H -3.85710 -0.07419 -1.45665 -1.326 1.137 0.382 0.0736
H -4.90586 1.08830 -2.07747 0.461 -0.899 1.482 0.0682
O 0.87346 -1.37471 2.87301 1.085 -1.727 -0.144 0.0805
C 1.27384 -2.50936 2.67190 -0.707 1.992 0.137 -0.4634
O 2.56314 -2.82548 2.35262 -0.575 0.597 0.314 0.0183
C 2.64907 -4.22364 2.08140 0.525 -0.502 -0.253 -0.1697
C 1.46341 -4.83765 2.77862 -0.185 -0.877 0.275 -0.1699
C 0.42717 -3.74586 2.69147 -0.117 -0.413 0.321 -0.0836
H 2.61619 -4.37176 0.99690 0.008 0.037 0.066 0.1300
H 3.59571 -4.61601 2.46421 -0.066 0.293 -0.127 0.1292
H 1.14258 -5.78217 2.33127 0.130 0.115 0.046 0.1209
H 1.70904 -5.02761 3.83056 -0.011 -0.005 -0.184 0.1237
H -0.14553 -3.80166 1.76157 -0.061 0.128 0.117 0.1379
H -0.23836 -3.75436 3.55773 -0.090 0.259 -0.342 0.1326
```
Positions in Å, forces in eV/Å.

Calculated values
- largest force on an atom (eV/A) = 2.7
- relative energy (zero: lowest compared OMol25 entry of this formula, charge and spin) (kcal per mole) = 78.3
- gap between HOMO and LUMO (Eh) = 0.324
- total charge = 0
- SMILES = CCPCCCCCN.O=C1CCCO1
- LUMO level (Ha) = 0.0270



# 3
This record from the Open Molecules 2025 dataset describes a structure of composition C11H25BrNO6PS at a distorted geometry. The level of theory is ωB97M-V/def2-TZVPD.

```
46
Properties=species:S:1:pos:R:3:forces:R:3:lowdin_charge:R:1
C 0.79331 0.06743 -1.84251 -0.431 1.806 0.852 -0.2574
P 2.56502 0.43065 -1.29111 2.161 -1.651 -1.436 0.9398
O 2.99953 1.83969 -2.13606 -1.876 -0.805 1.160 -0.3626
C 2.49619 0.76659 0.60905 -1.129 0.866 -1.096 -0.5718
C 1.19562 1.64002 0.77859 0.582 0.426 2.404 -0.1638
C 1.28631 2.70538 1.96298 -0.682 0.571 -1.733 -0.1923
C -0.09173 3.47381 1.96631 -0.439 -1.306 0.531 -0.1865
C -1.25908 2.55708 2.54428 0.680 0.393 -0.806 -0.2887
N -0.82766 1.83527 3.76662 -0.817 0.423 -0.566 -0.0084
O 2.33574 -0.60593 1.07867 1.101 -0.222 1.092 -0.2525
S 3.33644 -0.82578 2.40277 -1.857 -1.387 1.340 0.7762
O 3.72269 -2.23252 2.63819 -0.664 3.934 -1.308 -0.2363
O 2.56805 -0.13689 3.47546 2.606 -1.126 -2.240 -0.2649
O 4.57693 0.07589 1.74179 -2.361 -0.911 0.604 -0.2418
C 3.81671 1.24917 1.30531 1.003 1.082 0.763 -0.6869
Br 5.06199 2.40432 0.29879 -0.684 -0.721 0.261 0.7600
H 0.18696 -0.41222 -1.03027 0.653 0.128 -0.865 0.0501
H 0.74312 -0.48100 -2.80610 0.324 0.170 0.844 0.0478
H 0.31254 1.07817 -2.01036 0.160 -0.963 0.047 0.0425
H 2.17575 2.34441 -2.25781 0.425 0.325 -0.171 0.0350
H 0.35970 0.93984 1.02773 0.644 0.464 -0.553 0.1200
H 0.94813 2.24293 -0.13390 0.312 -0.786 0.632 0.0985
H 1.54395 2.24322 2.94049 -0.174 0.459 -0.696 0.0978
H 2.05571 3.45186 1.61946 -0.414 -0.695 0.736 0.1150
H -0.04933 4.40001 2.58127 0.090 -0.562 -0.572 0.1078
H -0.39239 3.68231 0.90323 0.434 0.268 0.962 0.1075
H -1.59943 1.84030 1.74512 0.241 0.623 0.506 0.0985
H -2.11779 3.24001 2.74090 0.535 -0.665 0.183 0.1077
H -1.67714 1.40988 4.13658 0.416 -0.099 0.189 0.0653
H -0.19763 1.07573 3.50779 -0.188 0.147 0.137 0.0511
H 3.71848 1.81027 2.26889 -0.704 -0.219 -1.223 0.0933
C -4.22954 -2.12890 -1.59377 0.053 -0.163 0.131 -0.0798
C -3.30417 -1.87863 -2.77067 -0.069 0.033 0.012 -0.2787
O -1.92626 -1.97103 -2.44292 0.147 0.214 -0.012 -0.1811
C -1.48040 -3.22373 -1.94717 0.016 -0.140 -0.020 -0.2824
C -1.68308 -4.37293 -2.91992 -0.118 0.032 -0.097 -0.0778
H -3.99970 -1.44746 -0.77190 -0.023 0.025 -0.061 0.0803
H -5.26956 -1.98355 -1.89085 0.041 0.023 -0.005 0.0778
H -4.13248 -3.14689 -1.21053 -0.071 0.013 -0.055 0.0666
H -3.46164 -0.86035 -3.13315 0.188 -0.032 0.013 0.1180
H -3.54028 -2.54415 -3.60715 -0.044 -0.068 0.041 0.1071
H -1.95040 -3.43976 -0.98195 -0.050 -0.051 -0.018 0.1081
H -0.41143 -3.11172 -1.75274 -0.061 0.173 -0.028 0.1137
H -2.74035 -4.54976 -3.12474 0.016 -0.063 0.059 0.0660
H -1.26229 -5.29349 -2.51157 0.001 0.051 -0.002 0.0790
H -1.19507 -4.15752 -3.87313 0.023 -0.011 0.065 0.0833
```
Positions in Å, forces in eV/Å.

Calculated values
- largest force on an atom (eV/A) = 4.2
- gap between HOMO and LUMO (Eh) = 0.326
- total charge = 0
- LUMO level (Ha) = 0.0137



# 4
This record from the Open Molecules 2025 dataset describes a cluster of 6 separate species, C11H25Cl2N3O12 in total at a distorted geometry. The level of theory is ωB97M-V/def2-TZVPD.

```
53
Properties=species:S:1:pos:R:3:forces:R:3:lowdin_charge:R:1
Cl -10.29100 -20.81355 -0.49469 0.203 -0.114 0.054 0.5705
C -10.86341 -19.42840 -1.45578 -0.005 -0.036 -0.186 -0.6823
C -11.81469 -18.59879 -0.61254 0.263 -0.757 -0.114 -0.6527
Cl -12.49498 -17.43802 -1.76592 -0.326 0.394 0.252 0.6624
H -11.34046 -19.81861 -2.35403 -0.314 -0.091 0.221 0.0408
H -10.02676 -18.84812 -1.83414 0.162 0.003 0.431 0.0405
H -11.34816 -18.12759 0.25019 0.285 0.368 -0.387 0.0524
H -12.58620 -19.23565 -0.17780 -0.261 0.088 -0.366 0.0557
C -12.49312 -22.21903 -4.52944 0.354 -0.577 0.765 0.0343
N -11.86488 -21.40962 -5.59700 -0.952 -0.582 -0.107 -0.4524
O -11.19959 -20.45040 -5.31403 0.501 0.398 0.241 0.0819
O -12.15744 -21.77332 -6.71670 0.296 0.120 -0.466 0.0593
H -12.25957 -21.81083 -3.55087 -0.235 0.333 -0.151 0.0818
H -12.08805 -23.23020 -4.54000 0.157 0.077 -0.427 0.1026
H -13.54857 -22.27799 -4.75734 -0.055 0.208 0.135 0.0924
C -7.35386 -15.48340 -0.91782 -0.389 0.112 0.408 0.0533
N -8.22062 -16.61701 -1.31842 0.158 -1.051 0.281 -0.4355
O -8.02962 -17.11664 -2.40485 -0.013 0.382 -0.267 0.0821
O -8.97972 -17.08128 -0.48926 -0.167 0.426 0.197 0.0528
H -7.74294 -15.06914 0.00681 -0.171 0.033 -0.104 0.0926
H -7.38074 -14.76338 -1.72762 0.412 -0.039 -0.018 0.1019
H -6.38948 -15.93179 -0.69433 0.172 0.204 -0.418 0.1067
C -15.81430 -16.40963 -1.95784 0.599 -0.194 0.883 0.0133
N -15.64538 -15.77767 -3.28799 -0.111 0.443 0.653 -0.4363
O -14.53056 -15.89115 -3.76426 -0.338 -0.045 -0.408 0.0246
O -16.56532 -15.14045 -3.75250 0.139 -0.213 -0.248 0.0779
H -15.82633 -17.48674 -2.09611 -0.096 0.047 -0.128 0.0677
H -16.65299 -16.06957 -1.35945 -0.390 0.183 -0.710 0.0978
H -14.91455 -16.13375 -1.41273 0.066 -0.185 -0.057 0.0565
C -15.01413 -20.69741 -1.88673 -1.558 -0.055 0.893 -0.0355
O -14.71466 -20.59138 -3.25598 1.212 -1.090 0.160 -0.0143
C -15.26343 -19.68245 -4.03001 -0.649 1.968 -0.238 -0.6141
O -16.24500 -19.01449 -3.81432 -0.129 -0.365 0.545 0.1198
O -14.50213 -19.54890 -5.09276 1.406 -1.234 -0.407 0.0047
C -14.65220 -18.52347 -6.04365 -0.989 1.078 -0.602 -0.0288
H -14.57008 -21.57940 -1.42903 0.492 -0.060 -0.635 0.0976
H -16.08893 -20.85151 -1.75642 -0.028 0.302 0.009 0.1017
H -14.70665 -19.83552 -1.29426 0.082 0.233 -0.343 0.0817
H -13.80436 -17.84098 -6.05518 0.174 -0.220 0.472 0.0995
H -15.55396 -17.94387 -5.84146 0.047 -0.032 0.064 0.0926
H -14.73410 -18.92461 -7.05288 -0.017 -0.440 0.187 0.0968
C -12.35439 -20.94721 3.30351 0.264 0.744 0.151 -0.0178
O -11.19198 -20.14105 3.02209 -0.050 -0.619 0.053 -0.0172
C -11.37923 -18.82925 3.00898 0.455 0.083 -0.169 -0.6401
O -12.42997 -18.24835 3.09496 0.090 0.052 0.072 0.1240
O -10.16363 -18.27679 2.86016 -0.534 0.105 0.004 -0.0137
C -10.07815 -16.85674 3.01080 -0.135 0.026 0.430 -0.0427
H -13.11716 -20.74020 2.55821 -0.136 -0.160 0.038 0.0907
H -12.70155 -20.67437 4.29810 -0.275 -0.088 -0.035 0.0980
H -12.03520 -21.98254 3.30166 0.106 0.019 -0.191 0.0938
H -10.45791 -16.54086 3.98418 0.119 -0.210 0.117 0.0959
H -10.65939 -16.28630 2.28788 0.164 -0.301 -0.390 0.0924
H -9.01055 -16.67693 2.94932 -0.059 0.333 -0.142 0.0925
```
Positions in Å, forces in eV/Å.

Calculated values
- largest force on an atom (eV/A) = 2.1
- relative energy (zero: lowest compared OMol25 entry of this formula, charge and spin) (kcal per mole) = 0.0
- gap between HOMO and LUMO (Eh) = 0.390
- total charge = 0
- SMILES = C[N+](=O)[O-].C[N+](=O)[O-].C[N+](=O)[O-].COC(=O)OC.COC(=O)OC.ClCCCl
- LUMO level (Ha) = -0.0006